Below is a structure of composition C28H31BCsN9O6 at a distorted geometry, with properties calculated with ωB97M-V/def2-TZVPD.

## Properties
- E_tot (eV) = -56462.7840
- molar mass (g/mol) = 733.3
- orbital gap (eV) = 4.44
- net charge = -2
- relative energy (zero: lowest compared OMol25 entry of this formula, charge and spin) (eV) = 0.8660

Element x y z (Å)
C 2.30070 3.08846 -4.93014
C 1.34075 -3.17673 -2.92332
H -3.93116 -1.14591 5.14144
N -0.34509 0.15027 2.38136
C -1.97550 -3.01206 1.60849
H 2.95972 3.07193 -4.05925
N 0.46310 0.88680 -3.02464
O 5.98761 1.05907 -1.15998
H 0.92419 -4.89878 -4.30316
N -1.82800 -2.38537 -0.51105
H -4.19227 0.39373 6.85386
H 2.44305 -0.31981 -5.55303
C -2.98358 -2.09215 1.40667
H -0.24506 -5.87006 -2.01116
H 0.31522 0.71486 -6.52603
C 4.74966 2.35843 0.45489
H -2.54422 6.35342 0.95373
B -0.13714 -4.16470 0.21028
H -3.77298 6.48621 2.78589
H -2.62240 -1.23088 6.33275
N 0.95067 -3.99196 1.30424
H 3.36770 -2.46646 2.64208
C 0.26479 -4.93900 -2.19638
C -0.16564 -0.86099 3.21695
C -1.00176 -1.10880 4.29872
H -4.03975 5.49100 0.56841
C 2.17745 -4.31794 3.11502
C 1.70957 1.69436 -5.17670
C -1.71194 4.07180 -0.23443
H -3.69151 -1.71719 2.12803
H 1.51077 3.82082 -4.75264
H -1.73854 4.84386 -0.99517
C -3.09173 -0.59064 5.57904
C -1.38196 0.96034 2.58489
O 3.97051 1.85111 -1.76700
N -0.90246 1.93564 0.44991
C -1.53088 2.08541 1.61012
H 1.28325 2.00576 -7.26317
C 4.94916 1.70872 -0.95403
C -2.09661 -0.28763 4.49684
H -1.68064 -3.55907 2.49023
H -2.74803 3.34337 2.88171
H 0.67773 -1.50900 3.00855
O -3.56536 0.62235 6.16274
O 4.00739 1.69159 1.24716
O -3.57167 5.56996 2.58404
H -3.39784 -1.01753 -0.52327
H -3.14156 1.42507 3.74835
H -0.80487 -1.95152 4.95145
H 3.41869 0.97551 -6.27792
C -0.99322 2.90784 -0.44915
H 1.88018 -2.43583 -3.49443
Cs 2.27948 0.39696 -0.16288
C 0.85346 -4.43329 -3.33393
H -0.45855 2.74207 -1.37853
C -2.28955 0.77199 3.62147
H -0.56038 -5.29810 0.34753
C -2.27842 3.22394 1.91692
C 0.98618 1.28654 -3.96407
C 2.57455 -3.16350 2.41511
O 5.28673 3.45546 0.68439
H 2.87372 3.39770 -5.80730
C 0.74262 1.70497 -6.36329
C -3.16094 5.49064 1.22514
C 2.84298 0.68327 -5.39666
N -1.30115 -3.15842 0.45195
H 3.50449 0.66070 -4.52866
N 1.06463 -2.94168 -1.65254
C -2.37006 4.23514 0.97731
N 0.41139 -4.03141 -1.20863
H 0.52542 -5.69448 2.47548
H 2.59510 -4.73298 4.01724
C -2.83156 -1.73103 0.05637
C 1.13671 -4.81463 2.35691
H -0.07441 2.40841 -6.19596
N 1.82909 -2.97596 1.33479